Entry 1:
{
  "formula": "C5H6O2S3",
  "method": "the ωB97M-V functional and the def2-TZVPD basis",
  "lumo_energy_ev": [-0.28, -0.28],
  "homo_ev": [-8.58, -8.58],
  "homo_lumo_gap_ev": [8.31, 8.30],
  "symbols": ["C", "C", "C", "C", "C", "O", "O", "S", "S", "S", "H", "H", "H", "H", "H", "H"],
  "coordinates": [[0.537, -1.033, -1.971], [0.623, -0.476, -0.670], [0.437, -0.082, -2.890], [0.615, 0.858, -0.677], [-2.305, -1.239, 2.340], [0.160, 0.848, 1.894], [2.188, 2.033, 0.999], [0.515, 1.499, -2.282], [-2.762, -0.641, 0.870], [0.531, 1.819, 0.812], [0.588, -2.035, -2.056], [0.419, -1.072, 0.247], [0.395, -0.203, -3.941], [-3.049, -1.497, 2.978], [-1.227, -1.190, 2.487], [2.335, 2.411, 1.860]],
  "mulliken_charge": [-0.733, -0.102, -0.358, 0.310, -0.328, -0.543, -0.463, -0.137, -0.176, 0.479, 0.503, 0.312, 0.414, 0.339, 0.163, 0.318]
}

=====

Entry 2:
{
  "formula": "C5H6O3",
  "method": "the ωB97M-V functional and the def2-TZVPD basis",
  "lumo_energy_ev": -0.58,
  "homo_ev": -9.63,
  "homo_lumo_gap_ev": 9.05,
  "symbols": ["C", "C", "C", "C", "C", "H", "H", "H", "H", "H", "H", "O", "O", "O"],
  "coordinates": [[-2.154, -1.380, 0.318], [-0.217, -0.136, 0.135], [0.991, 0.509, -0.106], [0.909, 1.890, -0.878], [2.372, 0.005, 0.323], [-2.459, -2.552, 0.302], [-2.766, -0.995, 1.069], [-2.520, -1.144, -0.681], [-1.106, 0.618, -0.255], [1.917, 2.145, -1.161], [3.183, 1.229, 1.070], [-0.563, -1.382, 0.667], [-0.128, 2.580, -0.916], [2.540, -1.389, 0.111]],
  "mulliken_charge": [-0.778, -0.018, 0.353, 0.008, -0.189, 0.253, 0.382, 0.385, 0.285, 0.362, 0.249, -0.324, -0.528, -0.439]
}

=====

Entry 3:
{
  "formula": "C5H6O3",
  "method": "the ωB97M-V functional and the def2-TZVPD basis",
  "lumo_energy_ev": -1.56,
  "smiles": "C=C(C)OC(=O)C=O",
  "homo_ev": -9.62,
  "homo_lumo_gap_ev": 8.06,
  "symbols": ["C", "C", "C", "O", "C", "O", "C", "O", "H", "H", "H", "H", "H", "H"],
  "coordinates": [[-0.888, 0.054, -2.206], [-1.152, -0.023, -0.857], [-2.439, 0.539, -0.305], [-0.365, -0.223, 0.297], [1.024, -0.317, 0.138], [1.627, -0.444, -0.895], [1.582, -0.400, 1.515], [1.164, 0.678, 2.395], [-1.818, 0.374, -2.873], [-0.095, -0.453, -2.638], [-2.559, 1.518, 0.242], [-3.190, 0.497, -1.108], [-3.016, 0.009, 0.614], [2.506, -1.150, 1.676]],
  "mulliken_charge": [-0.875, 0.741, -1.102, -0.212, 0.735, -0.488, -0.102, -0.412, 0.209, 0.380, 0.281, 0.308, 0.265, 0.272]
}